Record 1
60
Properties=species:S:1:pos:R:3 method="wB97M-V/def2-TZVPD" homo_lumo_gap_ev="6.7 / 6.4" multiplicity=3 charge=+1 total_energy_ev=-83918.149
Mo 0.0274 0.3642 -0.3202
Cl -0.6068 -5.4645 -0.7376
Cl 1.8181 -4.0711 -1.5013
S -0.0538 0.6915 -2.7151
S -2.2965 0.0400 -0.7075
O -1.3193 -2.8772 0.3600
O 0.3874 -1.6967 -0.5140
N -0.4630 2.5192 -0.0657
N 1.4342 1.2806 1.2543
N 2.1797 0.1762 -1.0170
N -0.5071 -0.3839 1.8037
C -0.3584 -2.7556 -0.3541
C -0.7185 -1.7112 4.2307
C -0.0440 3.1776 1.0274
C -0.3194 4.5095 1.2484
C 3.1267 0.9433 -0.4522
C -2.6973 0.4525 -2.3610
C -1.0868 5.1944 0.3198
C 2.6168 1.8772 0.5949
C 0.7189 2.3372 2.0026
C -1.6729 -0.9033 2.2060
C 2.5615 -0.7007 -1.9599
C -1.5463 4.5164 -0.7937
C 1.8126 0.1516 2.1362
C -4.1636 0.3969 -2.7195
C -1.2181 3.1836 -0.9559
C -1.9600 0.9549 -4.7069
C 3.8763 -0.8159 -2.3719
C 0.4946 -1.1671 3.8284
C 0.0536 -3.9260 -1.2727
C 4.4567 0.8781 -0.8033
C 0.5552 -0.5105 2.6218
C -1.7225 0.7134 -3.2372
C 4.8400 -0.0142 -1.7938
C -1.8184 -1.5587 3.4146
H -2.1555 5.0021 -1.5426
H -2.5129 -0.8024 1.5364
H 2.4117 -0.5489 1.5519
H 2.4181 0.5063 2.9740
H 1.7885 -1.3271 -2.3674
H -4.7782 0.1832 -1.8468
H 5.8774 -0.0878 -2.0942
H -1.3180 6.2419 0.4659
H 1.3788 -1.2383 4.4480
H -4.3553 -0.3841 -3.4580
H 0.0573 4.9943 2.1392
H 0.0185 1.8600 2.6849
H -2.9001 1.4811 -4.8743
H 2.3040 2.8138 0.1302
H -0.3655 -3.7263 -2.2547
H -1.5696 2.6167 -1.8056
H 4.1221 -1.5425 -3.1334
H -2.7851 -1.9616 3.6809
H 3.3866 2.1109 1.3344
H -1.1569 1.5463 -5.1453
H 1.4151 2.9341 2.5960
H -0.7974 -2.2364 5.1736
H 5.1764 1.5120 -0.3023
H -4.5022 1.3448 -3.1427
H -2.0090 0.0106 -5.2546

***

Record 2
25
Properties=species:S:1:pos:R:3 method="wB97M-V/def2-TZVPD" homo_lumo_gap_ev="6.9 / 3.0" charge=+3 total_energy_ev=-55801.200
Lu 0.0538 0.2329 -0.4649
O -1.8926 -0.7457 -2.8387
O -2.4640 1.5351 1.0556
O 2.0112 1.2801 1.8685
O 1.2565 -1.5062 2.2620
O 2.4859 -1.4026 -1.7866
O -0.4249 -1.6792 0.7101
N -1.5957 -3.3900 2.6392
C 0.4174 4.9802 -2.7262
C -0.1301 -3.4398 2.2350
C 0.2877 -2.0668 1.6773
C -1.1821 -0.3533 -2.0082
C 1.4500 4.3675 -3.3197
C 1.3150 0.9397 1.0015
C -1.5487 1.1187 0.4738
C 1.6215 -0.7578 -1.3515
H -1.8763 -4.2865 3.0160
H -0.0627 -4.1899 1.4795
H 0.5525 5.5960 -1.8254
H 2.4740 4.4566 -2.9302
H -0.5784 5.0127 -3.1908
H -1.7419 -2.6964 3.3685
H -2.1829 -3.1709 1.8429
H 0.4119 -3.7079 3.1082
H 1.3429 3.8734 -4.2957

***

Record 3
43
Properties=species:S:1:pos:R:3 method="wB97M-V/def2-TZVPD" homo_lumo_gap_ev=5.1 total_energy_ev=-32914.073
F 1.0521 2.5933 2.6072
F 1.4930 -0.8102 -1.6009
F 0.0116 -0.0392 -3.2375
O 2.7956 2.3981 1.2756
O -4.5216 -1.3971 -2.6513
C -3.8988 -0.5019 -0.4778
C -1.1964 -0.7254 -1.2400
C 0.3406 -0.5833 1.7110
C -3.5902 -1.1965 -1.6855
C 0.7655 -3.0006 2.2329
C 4.7171 2.6276 -0.2233
C -0.2509 0.4559 0.8778
C 1.3936 2.5570 1.2835
C 1.2556 3.7410 0.4525
C 2.4121 3.8149 -0.3586
C -1.4065 -0.0590 0.0015
C 0.3925 -1.9837 1.3492
C -4.0707 -1.8897 -3.9621
C 1.1503 -1.3213 3.9496
C -2.8597 -0.0468 0.3367
C 3.3601 2.9694 0.1720
C -2.1993 -1.3708 -1.9455
C 1.1284 -2.6798 3.5637
C 0.8595 -0.3430 3.0062
B 0.2851 -0.9277 -2.1970
H 0.9320 0.6878 3.3443
H 0.4190 4.4191 0.4151
H -3.4031 -1.1771 -4.4666
H 2.4794 4.3592 -1.3166
H -0.1721 1.5199 1.0220
H 5.3691 2.5561 0.6477
H 0.2001 -2.0612 -2.5535
H 1.3282 -1.0755 5.0113
H -4.9648 -2.0097 -4.5680
H 1.2850 -3.4746 4.3202
H 4.7737 1.6966 -0.8373
H 0.7473 -4.0736 1.9476
H -3.1240 0.2826 1.3560
H -3.5870 -2.8695 -3.8681
H -1.9674 -1.9135 -2.8699
H 0.1191 -2.2559 0.3198
H -4.9439 -0.2996 -0.2323
H 5.0909 3.4078 -0.9118

***

Record 4
12
Properties=species:S:1:pos:R:3 method="wB97M-V/def2-TZVPD" homo_lumo_gap_ev="7.5 / 8.5" total_energy_ev=-15291.196
Si 0.6600 0.7842 -0.6314
F 1.8967 1.5337 -1.2948
N 1.9559 -1.7520 0.2868
C -1.4606 -2.0589 -0.4655
C -0.0031 2.0057 0.6308
C 1.5079 -0.7029 0.1021
H -1.0666 2.0643 0.3074
H -0.5458 -2.5967 -0.1100
H 0.5468 2.9823 0.5758
H -1.9033 -1.5703 0.3581
H 0.1540 1.5316 1.6518
H -1.7418 -2.2210 -1.4111